The following is a quantum chemistry calculation of a structure of composition C43H31F3MnN9O2S4 at a distorted geometry, from OMol25.

Cartesian coordinates (Å):
Mn1 -1.4370 0.5699 2.2060
O1 -3.9741 0.5712 8.4944
C1 -3.6209 0.6284 7.3650
S1 -3.7035 -0.7654 6.2407
C2 -3.0429 0.0503 4.8639
C3 -2.6749 1.4445 5.0416
S2 -2.0785 2.3398 3.8197
S3 -2.9424 2.1081 6.6169
S4 -2.8810 -0.7027 3.4215
C4 5.2679 -1.5430 -4.0458
N1 4.9379 -1.8048 -2.6492
C5 4.3431 -1.0078 -1.7505
N2 4.1148 -1.6606 -0.6305
C6 4.6056 -2.8956 -0.9088
N3 5.1078 -3.0334 -2.1177
C7 4.0200 -1.4614 -4.8894
C8 3.5987 -2.5510 -5.6436
C9 2.3940 -2.5092 -6.3317
C10 1.5722 -1.3992 -6.2287
C11 1.9829 -0.3125 -5.4643
C12 3.2183 -0.3324 -4.8283
C13 1.0976 0.8220 -5.2046
N4 1.4124 2.0191 -4.8556
N5 0.2222 2.6635 -4.5368
C14 -0.7138 1.8010 -4.7029
O2 -0.2470 0.6021 -5.1419
C15 -2.1286 1.9284 -4.3485
C16 -3.1165 1.1333 -4.9208
C17 -4.4294 1.2509 -4.4833
C18 -4.7523 2.1372 -3.4627
C19 -3.7640 2.9334 -2.8937
C20 -4.0398 3.7905 -1.6799
N6 -3.7791 3.0111 -0.4615
C21 -2.6020 2.6207 0.0103
N7 -2.7751 1.7211 0.9668
C22 -4.1346 1.6079 1.0417
N8 -4.7702 2.3429 0.1648
C23 -2.4597 2.8323 -3.3473
H1 5.8991 -2.3696 -4.3612
H2 5.8473 -0.6212 -4.1010
H3 4.1072 0.0263 -1.9437
H4 4.6009 -3.7090 -0.2019
H5 4.2138 -3.4414 -5.6865
H6 2.0857 -3.3537 -6.9331
H7 0.6196 -1.3748 -6.7405
H8 3.5274 0.5420 -4.2683
H9 -2.8616 0.4367 -5.7089
H10 -5.2027 0.6453 -4.9355
H11 -5.7715 2.2032 -3.1025
H12 -5.0766 4.1104 -1.6204
H13 -3.3938 4.6661 -1.6573
H14 -1.6572 2.9979 -0.3478
H15 -4.6411 0.9566 1.7334
H16 -1.6751 3.4580 -2.9362
C24 3.8093 -2.1366 6.2803
C25 2.5877 -2.7500 6.5119
C26 1.4529 -2.2927 5.8609
C27 1.5107 -1.2148 4.9754
C28 2.7545 -0.6275 4.7282
C29 3.8883 -1.0812 5.3799
C30 0.2568 -0.8060 4.3152
C31 -0.0100 0.2478 3.5268
C32 0.7643 1.4776 3.3264
C33 0.7846 1.9874 2.0261
C34 1.3075 3.2443 1.7447
C35 1.8342 4.0035 2.7761
C36 1.8207 3.5079 4.0794
C37 1.2798 2.2657 4.3597
H17 4.6980 -2.4831 6.7908
H18 2.5187 -3.5868 7.1943
H19 0.4986 -2.7739 6.0455
H20 2.8445 0.1722 4.0077
H21 4.8431 -0.6139 5.1777
H22 -0.5429 -1.5271 4.4769
H23 0.4349 1.3561 1.1957
H24 1.3216 3.6188 0.7289
H25 2.2573 4.9772 2.5701
H26 2.2298 4.1053 4.8838
H27 1.2386 1.8977 5.3774
F1 -3.5225 -4.1169 -2.2155
C38 -2.1973 -4.1016 -2.0051
F2 -1.6062 -3.9066 -3.1889
F3 -1.8389 -5.3053 -1.5542
C39 -1.8383 -3.0038 -1.0308
C40 -1.8061 -1.6878 -1.4650
C41 -1.5682 -0.6974 -0.5339
N9 -1.3796 -0.9516 0.7689
C42 -1.3382 -2.2317 1.1561
C43 -1.5719 -3.2863 0.2943
H28 -1.9662 -1.4295 -2.5023
H29 -1.5404 0.3390 -0.8375
H30 -1.1048 -2.4103 2.1972
H31 -1.5546 -4.3016 0.6628

Computed properties:
**Charge**: +1
**Highest occupied orbital energy (spin up / spin down)**: -10.2 / -10.2 eV
**2S+1**: 2
**HOMO-LUMO gap (spin up / spin down)**: 0.1928 / 0.1922 Ha
**<S²>**: 0.817